C3H10O4 | the ωB97M-V functional and the def2-TZVPD basis

XYZ file:
```
17
Properties=species:S:1:pos:R:3:forces:R:3:mulliken_charge:R:1
O 0.967 0.994 0.569 0.126 0.011 -0.101 -0.501
C 0.418 -0.066 0.467 0.029 0.387 0.321 0.602
O 0.344 -0.919 1.517 -0.415 -0.452 -0.109 -0.474
C -0.283 -0.545 -0.765 -0.014 -0.470 -0.568 -0.288
C -0.590 0.565 -1.762 0.260 0.625 0.129 -1.082
H 0.689 -0.477 2.305 0.247 0.124 -0.102 0.332
H -1.171 -1.115 -0.532 -0.401 0.104 0.540 0.354
H 0.315 -1.327 -1.239 0.356 0.185 0.009 0.109
H -0.627 1.547 -1.299 -0.010 0.004 0.450 0.269
H -1.571 0.434 -2.202 0.063 -0.266 -0.443 0.339
H 0.201 0.693 -2.502 -0.254 -0.326 -0.194 0.303
H 0.760 -2.905 0.986 0.048 0.196 -0.234 0.351
H 1.252 -3.171 -0.474 -0.096 -0.049 0.550 0.320
O 1.180 -3.556 0.412 0.111 -0.262 -0.326 -0.637
H -0.702 4.042 1.373 0.214 0.068 0.183 0.308
H -0.883 2.559 1.406 0.242 -0.187 0.057 0.288
O -0.298 3.246 1.741 -0.506 0.306 -0.160 -0.593
```
Positions in Å, forces in eV/Å.

Frontier orbital gap in eV: 11.4
Energy above the lowest of the compared OMol25 structures with the same formula, charge and spin in kJ/mol: 37.3

C3H10OS | the ωB97M-V functional and the def2-TZVPD basis

XYZ file:
```
15
Properties=species:S:1:pos:R:3:forces:R:3:mulliken_charge:R:1
C 1.329 0.586 -2.697 0.296 -0.022 -0.449 -1.017
C 0.320 0.435 -1.575 0.419 -0.450 1.113 -0.733
S 0.702 -1.054 -0.556 0.009 0.109 -0.232 -0.160
C 0.773 -0.382 1.121 -0.427 -0.833 0.734 -0.692
H 2.055 1.360 -2.477 0.123 0.231 0.204 0.266
H 0.883 0.857 -3.646 -0.285 0.068 -0.250 0.302
H 1.930 -0.309 -2.869 -0.281 -0.124 0.086 0.320
H -0.725 0.385 -1.851 -0.114 -0.041 -0.450 0.469
H 0.406 1.256 -0.870 -0.087 0.209 -0.092 0.297
H 1.646 -0.774 1.637 0.576 0.382 -0.294 0.122
H 0.708 0.702 1.122 0.150 0.045 0.107 0.462
H -0.011 -0.817 1.762 -0.410 0.421 -0.479 -0.191
H -3.142 -0.566 4.378 0.190 -0.053 -0.121 0.656
H -3.150 -1.023 2.910 0.039 0.124 0.267 0.501
O -3.725 -0.656 3.612 -0.199 -0.065 -0.146 -1.603
```
Positions in Å, forces in eV/Å.

Frontier orbital gap (spin up / spin down) in eV: 2.3 / 8.4
⟨S²⟩: 0.750
Spin multiplicity: 2
Energy above the lowest of the compared OMol25 structures with the same formula, charge and spin in kJ/mol: 30.3
Net charge: -1

C3H10OS | the ωB97M-V functional and the def2-TZVPD basis

XYZ file:
```
15
Properties=species:S:1:pos:R:3:forces:R:3:mulliken_charge:R:1
C -1.681 1.467 1.178 -2.254 1.894 -1.011 -0.552
S -2.428 -0.180 1.257 0.128 -1.221 -0.887 -0.209
H -1.725 1.852 2.197 0.348 0.416 -0.317 0.288
H -0.658 1.332 0.833 -0.120 0.014 0.129 0.140
H -2.271 2.235 0.405 1.544 -2.094 2.120 0.223
H -3.342 -0.283 2.249 0.378 0.993 -0.045 0.104
C 1.771 -0.752 -1.013 0.780 -2.185 -2.855 0.028
O 3.170 -1.197 -0.906 -1.540 -0.189 -0.048 -0.540
C 1.631 0.518 -1.769 2.026 3.895 0.919 -1.062
H 1.049 -1.470 -1.589 1.588 0.374 1.213 0.185
H 1.501 -0.729 0.001 -0.907 0.488 1.183 0.224
H 3.683 -0.781 -1.592 0.124 0.158 -0.456 0.288
H 1.815 0.669 -2.867 -0.275 -1.284 0.867 0.335
H 0.646 0.945 -1.548 0.155 0.106 -0.130 0.285
H 2.458 1.281 -1.328 -1.976 -1.365 -0.683 0.263
```
Positions in Å, forces in eV/Å.

Frontier orbital gap in eV: 9.9
Energy above the lowest of the compared OMol25 structures with the same formula, charge and spin in kJ/mol: 164.6

C3H10OS | the ωB97M-V functional and the def2-TZVPD basis

XYZ file:
```
15
Properties=species:S:1:pos:R:3:forces:R:3:mulliken_charge:R:1
C -1.996 -1.472 0.397 -0.580 -0.447 1.134 -1.046
C -1.693 -1.011 -1.010 0.189 0.317 -0.508 -0.406
S 0.051 -1.170 -1.422 -0.092 -0.218 -0.046 0.358
C 0.729 0.383 -0.998 0.858 0.130 0.976 -0.696
H -1.913 -0.680 1.132 0.164 0.317 -0.057 0.329
H -1.397 -2.294 0.782 0.355 -0.127 -0.341 0.377
H -3.019 -1.854 0.490 0.057 0.245 -0.398 0.325
H -1.956 0.031 -1.192 -0.035 0.017 0.121 0.387
H -2.187 -1.596 -1.773 -0.154 -0.392 -0.092 0.383
H -0.013 1.038 -0.575 -0.295 0.385 -0.222 0.300
H 1.496 0.250 -0.207 -0.202 -0.244 -0.232 0.313
H 1.302 0.796 -1.827 -0.214 0.086 -0.283 0.369
H 3.513 3.306 2.060 -0.075 0.103 -0.073 0.328
H 3.830 1.854 2.338 -0.154 0.082 -0.145 0.325
O 3.252 2.417 1.804 0.179 -0.254 0.166 -0.645
```
Positions in Å, forces in eV/Å.

Frontier orbital gap (spin up / spin down) in eV: 11.2 / 6.1
⟨S²⟩: 0.753
Spin multiplicity: 2
Energy above the lowest of the compared OMol25 structures with the same formula, charge and spin in kJ/mol: 0.0
Net charge: +1

C3H10OS2 | the ωB97M-V functional and the def2-TZVPD basis

XYZ file:
```
16
Properties=species:S:1:pos:R:3:forces:R:3:mulliken_charge:R:1
C -2.355 -0.597 -2.274 -0.742 -1.065 0.636 -0.955
C -0.831 -0.521 -2.419 -0.530 0.786 0.057 -0.494
S -0.027 0.542 -1.120 -1.440 0.270 -1.272 -0.403
S 1.623 -0.417 0.171 1.466 -0.392 1.030 -0.383
C 0.959 -0.809 1.798 -0.489 -1.484 0.470 -0.812
H -2.918 -0.141 -3.080 -0.043 0.195 -0.212 0.265
H -2.768 -0.255 -1.330 0.432 0.924 0.168 0.278
H -2.717 -1.633 -2.162 0.292 -0.172 -0.702 0.277
H -0.489 -1.551 -2.558 0.630 0.216 0.528 0.308
H -0.578 0.025 -3.327 -0.107 -0.224 -0.237 0.198
H 0.969 -1.904 1.892 0.361 0.029 0.215 0.243
H 1.507 -0.403 2.649 0.055 0.212 -0.160 0.298
H -0.117 -0.651 1.976 0.078 0.709 -0.505 0.183
H -0.470 2.477 4.014 -0.024 -0.006 -0.211 0.298
H -0.497 1.358 2.944 0.166 0.093 0.133 0.342
O -0.308 1.541 3.876 -0.106 -0.092 0.062 -0.642
```
Positions in Å, forces in eV/Å.

Frontier orbital gap (spin up / spin down) in eV: 4.1 / 6.7
⟨S²⟩: 0.753
Spin multiplicity: 2
Energy above the lowest of the compared OMol25 structures with the same formula, charge and spin in kJ/mol: 126.9
Net charge: -1

C3H10OS2 | the ωB97M-V functional and the def2-TZVPD basis

XYZ file:
```
16
Properties=species:S:1:pos:R:3:forces:R:3:mulliken_charge:R:1
C -1.111 -0.728 0.888 1.304 1.871 0.558 -0.997
C 0.342 -1.208 0.793 -1.436 -1.487 0.161 -0.537
S 0.917 -1.173 -0.903 0.744 2.458 0.221 -0.113
S 1.049 1.136 -1.085 -0.664 -1.783 -0.452 -0.095
C 1.463 1.547 0.568 1.842 -0.635 1.992 -0.889
H -1.749 -1.187 0.143 -0.314 -0.417 0.497 0.332
H -1.380 -0.679 1.946 -0.687 -0.877 -0.168 0.348
H -1.118 0.346 0.665 -0.019 -0.075 -0.417 0.280
H 0.327 -2.276 1.057 0.125 -0.080 -0.381 0.353
H 0.989 -0.826 1.580 0.177 0.533 -0.442 0.341
H 2.126 0.748 0.928 0.049 0.002 -0.188 0.277
H 0.757 1.612 1.400 -0.772 0.187 -0.742 0.355
H 2.155 2.386 0.688 -0.357 0.330 -0.690 0.353
H -1.435 0.658 -3.394 -0.313 0.179 -0.093 0.318
H -1.329 -0.436 -2.406 -0.259 -0.141 0.203 0.289
O -2.004 0.082 -2.869 0.578 -0.064 -0.058 -0.616
```
Positions in Å, forces in eV/Å.

Frontier orbital gap in eV: 8.4
Energy above the lowest of the compared OMol25 structures with the same formula, charge and spin in kJ/mol: 102.5

C3H10OS2 | the ωB97M-V functional and the def2-TZVPD basis

XYZ file:
```
16
Properties=species:S:1:pos:R:3:forces:R:3:mulliken_charge:R:1
C -0.236 0.352 0.073 -1.176 0.551 0.918 -0.247
O -1.236 1.178 -0.539 0.275 -0.187 0.244 -0.485
C 0.164 1.002 1.411 0.471 -0.207 -0.369 -0.367
C 1.258 0.138 2.076 -0.221 0.129 0.703 -1.149
H -0.711 -0.648 0.271 0.806 0.537 -0.162 0.174
H 0.628 0.297 -0.580 0.261 -0.385 -0.119 0.303
H -1.472 0.726 -1.352 -0.114 0.159 -0.196 0.244
H 0.580 2.033 1.231 -0.487 -0.962 0.062 0.271
H -0.738 1.104 2.027 0.265 -0.018 -0.044 0.306
H 2.111 0.095 1.425 0.449 -0.228 -0.616 0.326
H 1.676 0.622 2.971 -0.452 -0.195 -0.016 0.330
H 0.978 -0.913 2.332 -0.072 0.892 -0.223 0.303
S -0.462 -0.443 -3.346 0.120 -1.206 0.158 -0.247
S -1.645 -2.141 -2.999 -0.009 0.339 -0.613 -0.123
H 0.699 -1.154 -3.331 -0.278 0.536 -0.052 0.206
H -1.595 -2.248 -1.671 0.162 0.245 0.325 0.154
```
Positions in Å, forces in eV/Å.

Frontier orbital gap in eV: 10.0
Energy above the lowest of the compared OMol25 structures with the same formula, charge and spin in kJ/mol: 63.9